[1]
45
Properties=species:S:1:pos:R:3:forces:R:3 method="wB97M-V/def2-TZVPD" lumo_ev=-0.649 e_homo_ev=-9.346 orbital_gap_ev=8.70 charge=0 de_lowest_kcal_mol=53.3 multiplicity=1
O 11.391000 3.653000 -3.434000 -0.7 -0.8 0.1
H 10.442000 3.570000 -3.558000 -0.7 0.3 -1.2
H 11.373000 3.393000 -2.518000 1.0 0.0 1.0
O 13.398000 4.319000 -5.782000 -1.2 0.5 -0.6
H 13.127000 3.506000 -6.216000 0.8 -0.8 -0.2
H 12.524000 4.740000 -5.967000 0.6 0.4 0.5
O 7.226000 4.706000 -3.322000 -1.8 -0.4 1.4
H 8.070000 5.157000 -3.378000 0.3 0.4 -0.1
H 6.816000 5.018000 -2.480000 0.5 -0.3 -1.1
O 14.505000 3.067000 -3.419000 -0.8 -0.4 -0.2
H 13.806000 3.624000 -3.821000 0.9 0.0 0.0
H 13.983000 2.542000 -2.772000 0.6 0.6 -0.9
O 11.755000 2.142000 -5.983000 -0.3 -1.7 -1.5
H 12.142000 1.258000 -5.880000 -0.2 0.1 -0.5
H 11.953000 2.497000 -5.146000 0.3 1.3 2.2
O 9.898000 6.025000 -1.042000 0.4 1.3 -0.2
H 10.759000 6.130000 -0.638000 0.6 0.5 0.0
H 9.714000 5.142000 -0.798000 -0.7 -1.6 0.1
O 9.029000 3.417000 -5.250000 1.2 -2.4 0.7
H 9.802000 3.130000 -5.769000 -0.1 -0.4 0.3
H 8.845000 4.194000 -5.709000 -1.1 2.2 -0.9
O 11.578000 2.339000 0.729000 0.5 0.6 1.2
H 12.384000 1.821000 0.756000 0.0 -0.1 0.0
H 11.050000 1.993000 0.036000 -0.5 -0.4 -1.1
O 10.821000 5.391000 -6.073000 0.2 0.2 -1.1
H 10.869000 6.174000 -6.658000 -0.4 -0.5 0.9
H 10.256000 5.523000 -5.291000 0.2 0.6 0.1
O 9.572000 3.260000 -1.169000 1.5 0.9 -1.5
H 9.372000 2.469000 -1.626000 -0.5 -1.1 -1.4
H 9.155000 3.127000 -0.366000 -1.4 -0.1 2.9
O 9.383000 6.014000 -3.727000 -0.5 1.6 -2.3
H 9.301000 6.972000 -3.969000 0.2 -1.3 0.7
H 9.899000 5.958000 -2.938000 1.0 0.3 1.5
O 14.162000 3.705000 -0.842000 -1.0 -0.8 1.2
H 15.046000 3.434000 -1.116000 -0.3 -0.1 -0.2
H 13.603000 2.898000 -0.669000 1.2 1.4 -0.4
O 12.549000 5.952000 -3.568000 0.9 2.6 0.7
H 12.861000 6.069000 -4.459000 0.3 0.0 -0.3
H 12.065000 5.157000 -3.566000 -0.8 -1.6 -0.1
O 10.325000 0.602000 -3.170000 1.6 0.5 -1.5
H 9.764000 0.513000 -3.945000 -0.2 0.1 0.0
H 9.817000 0.476000 -2.411000 -1.6 -0.7 1.6
O 12.893000 1.427000 -2.034000 0.8 0.4 1.1
H 12.070000 1.131000 -2.384000 -1.0 -0.8 -0.8
H 13.391000 0.700000 -1.658000 -0.2 -0.4 -0.2

---

[2]
65
Properties=species:S:1:pos:R:3:forces:R:3 method="wB97M-V/def2-TZVPD" lumo_ev=4.529 e_homo_ev=1.409 orbital_gap_ev=3.12 charge=-2 de_lowest_kcal_mol=4.0 multiplicity=1
Pd -0.616210 0.614122 -0.975480 0.4 0.3 -0.2
O 1.916741 0.370385 -2.288734 -0.2 0.1 -0.2
C 1.542869 0.625790 -1.121768 0.4 -0.1 0.3
C 2.253514 0.588302 0.063697 -0.2 0.1 0.0
C 3.695151 0.789356 0.088296 0.0 0.0 -0.1
C 4.351590 1.038189 1.246143 0.1 0.0 0.1
C 3.677974 1.088886 2.522619 0.2 0.0 -0.2
C 2.326448 0.812758 2.539992 -0.2 0.0 0.1
C 1.607048 0.542957 1.377852 0.2 0.1 0.1
P -0.021051 -0.015316 1.159077 -0.4 -0.1 -0.1
C 0.027289 -1.865439 1.190168 -0.2 0.2 0.0
C 1.177135 -2.541150 1.575272 0.1 0.0 0.0
C 1.218324 -3.928797 1.551975 0.1 0.0 0.0
C 0.103958 -4.653868 1.156411 -0.1 -0.1 0.0
C -1.048759 -3.983290 0.763298 0.0 0.0 0.0
C -1.082458 -2.597138 0.764484 0.0 -0.1 0.0
C -0.925582 0.371664 2.715417 0.1 -0.2 -0.3
C -1.668408 -0.561841 3.431071 0.0 0.0 0.1
C -2.352644 -0.195732 4.582521 0.0 0.1 0.0
C -2.300929 1.115352 5.034766 -0.1 0.0 0.1
C -1.568294 2.056486 4.322688 0.0 0.0 0.0
C -0.896118 1.687502 3.170285 0.0 0.1 0.0
H 4.225175 0.763124 -0.858284 0.0 0.0 0.0
H 5.428471 1.192827 1.207616 0.0 0.0 0.0
H 4.221112 1.296921 3.435906 0.0 0.0 0.0
H 1.805880 0.779128 3.496130 0.0 0.0 0.0
H 2.042916 -1.961521 1.875268 0.0 0.0 0.0
H 2.128001 -4.443432 1.842299 0.0 0.0 0.0
H 0.135173 -5.738296 1.141227 0.0 0.0 0.0
H -1.922922 -4.537030 0.436606 0.0 0.0 0.0
H -1.966419 -2.068163 0.424808 0.0 0.0 0.0
H -1.720734 -1.587973 3.092602 0.0 0.0 0.0
H -2.928206 -0.941538 5.118652 0.0 0.0 0.0
H -2.839418 1.405178 5.930410 0.0 0.0 0.0
H -1.524012 3.085263 4.660817 0.0 0.0 0.0
H -0.330900 2.424727 2.611479 0.0 0.0 0.0
C 0.840637 3.698594 -0.470546 0.1 -0.1 0.1
O 0.645701 3.655344 -1.883851 0.1 0.2 0.0
P -0.354603 2.565306 -2.555190 -0.1 -0.6 0.4
O 0.208441 2.651951 -4.073014 0.0 0.0 0.0
C 1.605246 2.574477 -4.345502 0.0 0.0 -0.1
O -1.658080 3.472958 -2.922496 -0.1 0.1 -0.2
C -2.711767 3.531470 -1.974661 -0.1 0.1 0.1
H 1.911776 3.776954 -0.278009 0.0 0.0 0.0
H 0.478466 2.780746 0.012308 0.0 0.2 -0.1
H 0.322076 4.576338 -0.068946 0.0 0.0 0.0
H 1.695643 2.276283 -5.392840 0.0 0.0 0.0
H 2.083067 1.835997 -3.699622 0.0 0.0 0.0
H 2.055649 3.562253 -4.214958 0.0 0.0 0.0
H -2.845610 4.573176 -1.668992 0.0 0.0 0.0
H -2.515571 2.915211 -1.094409 0.0 0.0 0.0
H -3.629525 3.163564 -2.434007 0.0 0.0 0.0
I -3.586108 0.270289 -0.305934 -0.1 0.0 -0.1
C -2.772521 -2.102319 -3.135587 -0.1 0.1 0.0
C -1.386880 -2.448728 -2.727060 -0.1 0.0 0.1
N -0.461158 -1.613725 -2.336908 -0.1 0.1 -0.1
C 0.664291 -2.362655 -2.084353 0.0 0.0 0.1
C 0.404889 -3.676216 -2.311272 0.0 0.0 -0.1
N -0.912390 -3.725489 -2.732936 0.1 0.0 0.0
H -2.869154 -1.019666 -3.160836 0.0 0.0 0.0
H -3.504563 -2.453628 -2.406726 0.0 0.0 0.0
H -3.007887 -2.518736 -4.118498 0.0 0.0 0.0
H 1.570528 -1.878071 -1.761297 0.0 0.0 0.0
H 1.002252 -4.561330 -2.194394 0.0 0.0 0.0
H -1.444559 -4.548743 -2.945075 0.0 0.0 0.0

---

[3]
9
Properties=species:S:1:pos:R:3:forces:R:3 method="wB97M-V/def2-TZVPD" lumo_ev="-1.787 / -2.215" e_homo_ev="-9.517 / -9.778" orbital_gap_ev="7.73 / 7.56" charge=0 de_lowest_kcal_mol=185.2 multiplicity=1
C 1.868057 -0.444187 -0.688153 -2.4 1.2 1.1
C -0.114806 -0.856591 0.605970 4.6 4.6 -1.3
O -2.250522 0.392684 1.212538 -2.0 -0.5 1.5
O -0.487983 1.953829 0.650427 0.8 -0.8 -0.4
S -1.113209 0.686558 0.456802 0.7 0.3 -1.0
Cl -0.963217 -2.154288 0.464759 -1.6 -3.0 -0.5
Cl -1.779529 0.583014 -1.499400 0.4 0.1 0.0
H 2.832477 -0.819323 -0.417159 0.3 -1.2 0.5
H 2.008735 0.658302 -0.785782 -0.8 -0.6 0.0

---

[4]
18
Properties=species:S:1:pos:R:3:forces:R:3 method="wB97M-V/def2-TZVPD" lumo_ev=1.240 e_homo_ev=-7.945 orbital_gap_ev=9.19 smiles="C/C=C/C.C=C" charge=0 de_lowest_kcal_mol=89.4 multiplicity=1
C -2.131596 0.228550 1.027091 -0.2 0.1 0.1
C -0.952991 -0.320508 0.297782 -0.3 -0.7 0.6
C 0.250780 -0.417306 0.855734 -0.6 1.5 -0.5
C 1.394427 -1.161800 0.318670 -0.6 -1.7 1.7
H -1.812236 0.725990 1.949112 -0.1 0.0 -0.1
H -2.810769 -0.586462 1.302049 -0.1 0.2 0.0
H -2.705716 0.947876 0.432381 0.1 -0.1 0.0
H -1.137213 -0.823837 -0.652424 0.1 0.2 0.1
H 0.471250 0.024527 1.825504 -0.3 0.1 0.0
H 0.884364 -1.810706 1.120896 2.1 -1.4 -0.4
H 2.404119 -0.867912 0.622894 -0.5 0.0 -0.1
H 1.345748 -1.760165 -0.590936 -0.3 0.5 0.0
C 1.295914 0.569188 -1.627792 0.0 1.0 -0.9
C 0.286230 1.294368 -1.145231 0.7 0.8 -0.9
H 2.322905 0.732496 -1.316262 -0.2 -0.2 0.2
H 1.150803 -0.119396 -2.454731 0.0 0.1 0.0
H 0.428835 2.003508 -0.333099 0.0 0.0 -0.2
H -0.684854 1.341590 -1.631637 0.1 -0.3 0.2

---

[5]
102
Properties=species:S:1:pos:R:3:forces:R:3 method="wB97M-V/def2-TZVPD" lumo_ev=-0.693 e_homo_ev=-9.925 orbital_gap_ev=9.23 smiles="O=[N+]([O-])c1ccccc1.O=[N+]([O-])c1ccccc1.O=[N+]([O-])c1ccccc1.O=[N+]([O-])c1ccccc1.O=[N+]([O-])c1ccccc1.BrCCBr.BrCCBr.BrCCBr.BrCCBr" charge=0 de_lowest_kcal_mol=16.4 multiplicity=1
O 3.226234 -2.838403 7.722936 0.0 0.1 0.1
N 3.350483 -1.653735 7.978912 0.1 -0.4 -0.4
O 3.637419 -1.202537 9.061422 0.0 0.1 0.5
C 3.145860 -0.709058 6.884788 -0.2 0.6 -0.6
C 2.942761 -1.180182 5.598863 -0.5 -0.7 -0.1
C 2.604059 -0.306377 4.578612 0.2 0.6 0.6
C 2.527102 1.054341 4.863088 0.2 0.1 -0.1
C 2.824027 1.545313 6.138882 -0.4 -0.6 -0.5
C 3.096059 0.647634 7.163135 0.0 0.3 0.2
H 2.910297 -2.247796 5.409299 0.3 0.1 0.1
H 2.399560 -0.674453 3.586559 0.0 -0.1 -0.1
H 2.236197 1.733393 4.065005 0.1 0.0 0.2
H 2.772269 2.607604 6.327124 0.0 0.0 0.1
H 3.218632 0.999154 8.179269 0.1 -0.1 -0.1
O -3.652113 -0.295364 1.136142 0.3 -0.3 0.1
N -4.759596 0.192060 1.248774 0.7 0.3 -0.2
O -5.351347 0.331950 2.290097 -0.3 0.0 0.4
C -5.389023 0.660385 0.029667 -1.2 0.6 -0.2
C -6.426805 1.587345 0.126572 0.9 0.2 -0.3
C -7.113198 1.901041 -1.037192 -0.6 -0.2 -0.4
C -6.834269 1.244517 -2.239130 0.7 -1.2 0.4
C -5.748841 0.342937 -2.315912 -1.0 1.4 0.2
C -5.027479 0.093792 -1.164750 0.5 -1.2 -0.3
H -6.563591 2.095446 1.071328 -0.4 -0.1 0.0
H -7.964710 2.576161 -1.034214 0.2 0.0 0.3
H -7.515410 1.233068 -3.083058 0.1 0.7 0.0
H -5.535671 -0.087603 -3.283732 0.2 -0.4 0.2
H -4.269806 -0.680201 -1.142706 0.1 0.2 -0.1
O 6.651714 -2.596290 2.565311 0.5 0.5 -0.8
N 6.211623 -3.107784 3.560125 0.1 -0.4 0.5
O 6.798166 -3.216691 4.617356 0.2 0.0 0.0
C 4.845197 -3.600449 3.509661 -0.2 0.5 -0.3
C 3.996951 -3.049516 2.574842 -0.7 0.4 -0.2
C 2.630605 -3.279272 2.699867 0.1 -0.5 0.1
C 2.167065 -4.168416 3.669618 0.3 -0.2 0.0
C 3.069103 -4.793620 4.538057 -0.1 0.0 -0.6
C 4.419948 -4.479947 4.460509 -0.4 -0.8 0.8
H 4.363816 -2.410888 1.783864 0.1 0.0 0.2
H 1.923495 -2.801961 2.032173 0.2 -0.1 -0.1
H 1.111136 -4.416962 3.690137 0.1 0.1 0.2
H 2.742430 -5.562966 5.223407 -0.1 0.2 0.1
H 5.129294 -4.950838 5.126336 0.0 0.2 0.1
O -2.930708 3.702112 -0.241241 -0.9 -0.2 -0.4
N -1.847532 3.974129 0.205659 0.5 -0.3 0.3
O -1.293660 3.354209 1.092931 0.1 0.0 0.0
C -1.152731 5.117412 -0.367607 0.4 0.0 0.6
C -1.618549 5.707473 -1.506901 -0.5 -0.4 -1.1
C -0.907252 6.748613 -2.049914 0.5 0.8 -0.5
C 0.201011 7.272290 -1.393208 -0.2 0.1 -0.2
C 0.639104 6.672683 -0.236092 0.6 0.0 -0.2
C -0.008890 5.563921 0.245288 0.4 -0.1 1.0
H -2.444181 5.268974 -2.051006 -0.1 0.1 0.2
H -1.147492 7.145956 -3.029347 -0.3 0.0 0.2
H 0.735119 8.130877 -1.774664 0.0 0.0 -0.2
H 1.569880 6.979454 0.221855 -0.1 0.2 0.1
H 0.407390 5.093524 1.125102 -0.3 -0.3 0.0
O 1.371053 -0.242619 -8.445989 0.9 -0.8 0.0
N 0.538217 0.618811 -8.406453 -0.7 0.2 0.3
O 0.394178 1.481144 -9.232726 -0.1 0.7 -0.7
C -0.393406 0.612641 -7.271787 0.2 0.2 0.0
C -1.450431 1.499743 -7.267484 -0.3 0.2 0.5
C -2.305333 1.487686 -6.169949 0.0 0.6 -0.2
C -2.023536 0.713807 -5.059723 -0.2 -0.7 -0.3
C -0.980111 -0.196484 -5.123022 0.8 0.3 0.4
C -0.125255 -0.230672 -6.217359 -0.6 -0.3 0.2
H -1.561680 2.262068 -8.022196 -0.1 -0.3 -0.3
H -3.161416 2.153980 -6.173543 0.1 0.0 0.1
H -2.645353 0.767088 -4.180087 -0.1 0.0 0.1
H -0.664126 -0.770858 -4.258664 -0.7 -0.1 -0.3
H 0.705014 -0.918542 -6.221978 0.1 0.1 -0.2
Br 1.327722 -0.142366 -3.010408 1.0 0.1 -0.3
C 2.894805 -1.126996 -2.408037 0.1 0.1 0.0
C 2.762150 -2.605436 -2.627846 0.0 -0.5 0.5
Br 1.352791 -3.390651 -1.516492 1.0 -0.2 -0.6
H 3.074679 -0.917308 -1.358589 -0.2 0.1 0.1
H 3.731730 -0.716250 -2.969015 0.0 -0.1 -0.1
H 3.652197 -3.117154 -2.265195 0.1 0.1 -0.2
H 2.538082 -2.922983 -3.636924 0.0 0.2 -0.2
Br -2.017343 -2.111667 -2.077701 -0.2 0.1 0.1
C -1.095787 -1.911857 -0.356839 -0.6 -0.3 0.1
C -0.516698 -0.526541 -0.267798 -0.4 -0.3 0.0
Br 0.576810 -0.455990 1.328253 -0.1 0.1 0.2
H -0.397586 -2.737524 -0.397498 -0.2 0.6 0.5
H -1.817541 -2.086994 0.435234 -0.2 0.1 -0.1
H -1.341286 0.174968 -0.175618 0.1 0.2 0.2
H 0.126669 -0.273147 -1.101665 -0.3 -0.1 0.4
Br -3.287188 -6.648633 -1.081563 0.2 0.2 0.0
C -3.966047 -5.222333 0.056448 -0.4 -0.1 0.1
C -4.873844 -4.323257 -0.760609 0.4 -0.2 0.0
Br -5.860240 -3.154848 0.430520 -0.1 0.0 0.1
H -3.151194 -4.682269 0.529075 0.2 0.0 -0.2
H -4.509190 -5.746279 0.835791 -0.1 0.1 0.0
H -5.565227 -4.908286 -1.356854 -0.2 0.1 0.1
H -4.313053 -3.662536 -1.409702 0.1 -0.1 -0.1
Br 2.441917 3.495088 -1.581834 0.0 0.2 -0.4
C 3.852401 2.534598 -0.691930 0.8 0.0 0.4
C 3.189643 1.684785 0.345591 -0.4 0.0 0.8
Br 4.289930 0.247384 1.054354 0.3 0.1 -0.2
H 4.492499 3.287883 -0.241112 0.0 0.0 0.1
H 4.496580 1.955080 -1.348576 -0.4 0.0 -0.5
H 2.267780 1.238736 -0.002818 0.1 -0.2 -0.2
H 2.944862 2.268575 1.228447 -0.1 0.1 -0.1

---

[6]
22
Properties=species:S:1:pos:R:3:forces:R:3 method="wB97M-V/def2-TZVPD" lumo_ev=-4.204 e_homo_ev=-11.986 orbital_gap_ev=7.78 charge=+1 de_lowest_kcal_mol=79.1 multiplicity=1
C 3.196575 -0.395826 -1.722478 -0.8 2.5 1.9
C -0.527517 -0.630627 1.013899 -0.9 0.5 3.9
C -2.106730 1.248795 1.209310 0.5 -0.3 0.1
C -2.421424 -0.604534 -0.543042 -1.8 -0.3 -0.7
C 2.361801 0.457917 -1.056397 0.6 -2.2 -0.7
C -1.672557 -0.036391 0.553768 0.8 1.4 0.9
N 1.804052 0.204855 0.271290 -1.1 2.6 -2.1
O 3.874746 -1.333949 -1.082730 0.4 -2.1 0.6
H 3.609326 -0.077438 -2.630418 0.1 0.3 -1.6
H 0.511605 -0.263525 0.437439 0.5 0.8 -0.5
H -0.315977 -0.381890 2.191094 -0.2 -0.7 -3.0
H -0.531169 -1.636719 0.723442 0.5 -1.8 0.0
H -2.796204 1.733891 0.506312 0.5 0.7 0.5
H -2.640750 1.121939 2.173307 0.1 -0.4 -0.6
H -1.150667 1.757830 1.563795 -1.4 0.0 -0.9
H -2.022436 -1.545147 -0.975757 -0.2 0.5 0.6
H -2.606923 0.096403 -1.417151 -0.2 -0.6 1.3
H -3.390490 -0.818352 0.066657 0.9 0.2 -1.6
H 1.967477 1.344148 -1.556560 0.1 -0.4 0.3
H 4.316402 -2.000366 -1.652787 -0.5 0.8 0.3
H 2.144274 -0.446719 0.923874 1.7 -0.6 0.7
H 1.650994 1.160226 0.621505 0.3 -0.9 0.8

---

[7]
23
Properties=species:S:1:pos:R:3:forces:R:3 method="wB97M-V/def2-TZVPD" lumo_ev=-5.035 e_homo_ev=-13.258 orbital_gap_ev=8.22 charge=+1 de_lowest_kcal_mol=54.2 multiplicity=1
N 3.419575 -0.606421 0.375458 -0.6 0.2 1.4
C 2.447299 0.361942 1.012147 0.2 -0.8 -0.4
C 1.486493 0.867467 -0.154519 1.4 1.6 0.5
N 0.046708 0.550645 0.032539 -3.1 -0.8 0.5
C -0.523019 0.758211 1.300966 -1.8 -0.6 0.4
C -1.929192 0.469762 1.651470 0.5 -0.7 -3.3
C -2.846295 -0.061824 0.577455 3.4 0.9 0.0
C -2.249369 -0.249160 -0.775468 1.1 0.9 2.4
N -3.064791 -0.772765 -1.870717 0.9 -1.9 1.9
C -2.826614 -2.021156 -1.946235 1.7 1.5 -1.6
O -2.339613 -3.036151 -2.233458 -1.5 0.6 0.8
C -0.786881 0.068759 -0.998949 -2.0 0.6 0.1
S -0.159404 -0.216311 -2.701745 0.2 -0.1 0.6
H 4.294269 -0.543016 0.909068 -0.3 -0.1 -0.4
H 3.041765 -1.536307 0.621963 0.5 0.5 -0.5
H 1.932708 -0.214472 1.834470 0.0 1.1 -0.7
H 2.995035 1.238390 1.459225 -0.6 -0.9 -0.5
H 1.924796 0.518297 -1.127579 -1.0 0.0 1.0
H 1.562078 2.005787 -0.165613 -0.3 -1.4 -0.1
H 0.140398 1.152325 2.123737 -0.7 -0.5 -1.4
H -2.324490 0.626813 2.695488 0.8 -0.1 -1.4
H -3.916700 -0.305771 0.815094 1.3 0.3 -0.5
H -0.324757 0.944956 -3.434794 -0.2 -0.3 1.2

---

[8]
24
Properties=species:S:1:pos:R:3:forces:R:3 method="wB97M-V/def2-TZVPD" lumo_ev=-0.937 e_homo_ev=-9.536 orbital_gap_ev=8.60 smiles="O=C1c2ccccc2C(=O)c2c(Cl)ccc(F)c21" charge=0 multiplicity=1
O 1.692757 -2.097231 0.694630 0.0 0.0 -0.2
C 0.962678 -1.196722 0.358571 0.0 -0.1 0.0
C 1.466614 0.132177 -0.091258 0.0 0.0 0.0
C 2.679428 0.256037 -0.755460 0.1 0.1 0.0
C 3.103067 1.512904 -1.160868 0.0 0.0 0.0
C 2.345635 2.642071 -0.869724 -0.1 0.0 0.1
C 1.151582 2.524056 -0.173576 0.0 -0.1 0.1
C 0.703208 1.263424 0.197375 0.1 -0.1 0.0
C -0.574488 1.091024 0.950197 0.0 0.1 0.0
O -0.975618 1.916380 1.733881 0.0 0.0 -0.1
C -1.307751 -0.187640 0.657254 -0.1 -0.1 0.0
C -2.697864 -0.286003 0.642724 0.2 -0.1 0.0
Cl -3.713212 1.074520 0.949846 -0.1 0.0 0.0
C -3.307455 -1.495404 0.325902 0.0 0.0 0.0
C -2.549396 -2.615815 0.035723 0.1 0.1 0.0
C -1.169233 -2.516886 0.058838 0.1 0.1 0.1
F -0.444050 -3.596926 -0.251386 -0.1 0.0 0.0
C -0.532892 -1.320612 0.357712 -0.1 0.0 0.1
H 3.284938 -0.616957 -0.957914 -0.1 -0.1 0.0
H 4.035888 1.621083 -1.698258 0.0 0.0 0.0
H 2.688694 3.620119 -1.179207 0.0 0.0 0.0
H 0.554510 3.386322 0.091632 0.0 0.0 0.0
H -4.386814 -1.549715 0.301949 0.0 0.0 0.0
H -3.010226 -3.560203 -0.218584 0.0 0.0 0.0

---

no.,molecular weight (g/mol)
1,270.2
2,728.8
3,161.0
4,84.2
5,1367.0
6,116.2
7,196.3
8,260.7